Arrangement w

# C3H8O4

One molecule with the formula C3H8O4 (ωB97M-V/def2-TZVPD, the Open Molecules 2025 dataset).

The geometry in XYZ format:
```
15
Properties=species:S:1:pos:R:3:nbo_charge:R:1
C 0.77 1.42 -0.53 -0.67
C 0.35 -0.02 -0.29 0.57
C 0.35 -0.35 1.20 -0.67
O 1.30 -0.87 -0.86 -0.74
O -0.98 -0.11 -1.32 -0.26
O -1.79 0.02 -0.22 -0.07
O -2.49 -1.37 -0.07 -0.47
H 0.09 2.11 -0.04 0.22
H 1.80 1.59 -0.22 0.22
H 0.75 1.63 -1.61 0.23
H -0.32 0.31 1.77 0.23
H 0.08 -1.39 1.38 0.22
H 1.34 -0.20 1.64 0.25
H 0.97 -1.21 -1.70 0.50
H -2.23 -1.55 0.85 0.45
```

Values from the calculation:
Frontier orbital gap, eV: 10.7
Multiplicity: 1
HOMO, eV: -10.01
SMILES string: CC(C)(O)OOO

***

Arrangement x

# C3H8O4

A 2-piece molecular cluster, C3H8O4 overall (ωB97M-V/def2-TZVPD, the Open Molecules 2025 dataset).

The geometry in XYZ format:
```
15
Properties=species:S:1:pos:R:3:nbo_charge:R:1
O 1.44 -0.58 1.75 -0.55
C 0.47 -0.55 1.04 0.79
O -0.68 0.15 1.36 -0.72
C 0.42 -1.16 -0.26 -0.56
C -0.90 -0.93 -1.12 -0.07
O -1.09 0.44 -1.66 -0.73
H -0.68 0.82 0.67 0.50
H 1.20 -0.94 -0.90 0.25
H 0.54 -2.37 -0.24 0.25
H -0.87 -1.54 -1.97 0.18
H -1.76 -1.35 -0.51 0.18
H -1.74 0.92 -1.15 0.47
O 0.99 2.23 0.67 -0.98
H 1.37 3.12 0.75 0.48
H 1.28 1.75 1.57 0.50
```

Values from the calculation:
Frontier orbital gap, eV: 11.2
Multiplicity: 1
HOMO, eV: -10.58
SMILES string: O=C(O)CCO.O

***

Most stable structure, least stable structure: arrangement x, arrangement w.

***

Arrangement w

# C2H10O2S

A 3-piece molecular cluster, C2H10O2S overall (ωB97M-V/def2-TZVPD, the Open Molecules 2025 dataset).

The geometry in XYZ format:
```
15
Properties=species:S:1:pos:R:3:nbo_charge:R:1
C 2.49 -0.38 -0.69 -0.66
C 2.04 -1.77 -1.08 -0.47
S 3.07 -2.91 0.05 -0.11
H 3.32 -0.09 0.09 0.24
H 2.97 -0.08 -1.66 0.20
H 1.77 0.45 -0.62 0.22
H 2.45 -1.84 -2.12 0.23
H 1.02 -2.02 -0.93 0.22
H 2.20 -3.05 1.14 0.13
O -1.88 0.86 1.36 -0.93
H -2.23 1.54 1.90 0.46
H -2.20 0.06 1.87 0.47
O -5.08 3.05 -0.11 -0.96
H -4.19 3.27 0.17 0.48
H -5.77 2.91 0.63 0.48
```

Values from the calculation:
Frontier orbital gap, eV: 9.3
Multiplicity: 1
HOMO, eV: -8.82
SMILES string: CCS.O.O

***

Arrangement x

# C2H10O2S

A 3-piece molecular cluster, C2H10O2S overall (ωB97M-V/def2-TZVPD, the Open Molecules 2025 dataset).

The geometry in XYZ format:
```
15
Properties=species:S:1:pos:R:3:nbo_charge:R:1
C -3.32 -0.51 0.25 -0.61
C -3.41 0.90 -0.37 -0.46
S -2.12 1.21 -1.62 -0.19
H -4.10 -0.61 1.00 0.21
H -3.52 -1.24 -0.53 0.21
H -2.33 -0.73 0.62 0.21
H -3.22 1.56 0.48 0.22
H -4.38 1.13 -0.79 0.22
H -1.15 0.48 -2.23 0.19
O 3.09 -0.14 0.31 -0.94
H 2.53 -0.26 1.09 0.47
H 3.62 0.58 0.68 0.47
O 6.03 -0.68 0.71 -0.96
H 6.90 -0.84 0.33 0.47
H 5.35 -0.84 0.06 0.49
```

Values from the calculation:
Frontier orbital gap, eV: 9.7
Multiplicity: 1
HOMO, eV: -8.93
SMILES string: CCS.O.O

***

Most stable structure, least stable structure: arrangement x, arrangement w.

***

Arrangement w

# C20H25N5

A 5-piece molecular cluster, C20H25N5 overall (ωB97M-V/def2-TZVPD, the Open Molecules 2025 dataset).

The geometry in XYZ format:
```
50
Properties=species:S:1:pos:R:3:nbo_charge:R:1
C 4.15 0.48 -0.53 -0.34
C 4.18 1.50 -1.66 -0.32
C 2.87 1.27 -2.32 -0.09
N 2.21 0.21 -1.69 -0.51
C 2.80 -0.33 -0.60 -0.09
H 5.00 0.75 0.20 0.23
H 4.87 2.31 -1.92 0.23
H 2.34 1.63 -3.17 0.21
H 1.39 -0.06 -2.14 0.44
H 2.40 -1.23 0.09 0.23
C -1.36 -3.91 0.23 -0.35
C -1.12 -4.38 -1.20 -0.29
C 0.31 -4.94 -1.28 -0.10
N 0.90 -4.71 0.00 -0.52
C 0.02 -4.07 0.91 -0.09
H -2.28 -3.48 0.85 0.26
H -1.73 -4.38 -2.00 0.21
H 1.03 -5.26 -2.03 0.23
H 1.79 -4.97 0.35 0.42
H 0.34 -3.91 1.93 0.23
C -0.96 0.92 -2.23 -0.23
C -0.58 0.04 -3.53 -0.38
C -0.34 -1.36 -2.95 -0.03
N -0.45 -1.36 -1.67 -0.50
C -0.84 -0.07 -1.07 -0.13
H -1.20 1.81 -2.04 0.18
H -0.57 0.45 -4.55 0.23
H 0.05 -2.14 -3.47 0.21
H -0.35 -2.10 -1.07 0.43
H -1.08 0.03 -0.08 0.21
C -2.77 4.31 -0.11 -0.29
C -3.13 5.73 0.00 -0.30
C -1.89 6.50 -0.26 -0.06
N -0.75 5.72 -0.42 -0.54
C -1.21 4.33 -0.23 -0.11
H -3.14 3.37 0.08 0.22
H -4.08 6.10 0.02 0.22
H -1.75 7.63 -0.14 0.21
H 0.21 5.88 -0.57 0.42
H -0.37 3.52 -0.15 0.22
C -1.45 -1.38 3.24 -0.29
C -0.06 -1.32 2.79 -0.29
C 0.74 -1.06 4.01 -0.09
N -0.17 -0.92 4.99 -0.50
C -1.49 -1.07 4.66 -0.11
H -2.23 -1.54 2.55 0.21
H 0.34 -1.58 1.98 0.19
H 1.78 -0.91 4.58 0.24
H -0.14 -0.79 6.17 0.43
H -2.18 -1.26 5.42 0.21
```

Values from the calculation:
Frontier orbital gap, eV: 8.0
Multiplicity: 1
HOMO, eV: -7.47
SMILES string: c1cc[nH]c1.c1cc[nH]c1.c1cc[nH]c1.c1cc[nH]c1.c1cc[nH]c1

***

Arrangement x

# C20H25N5

A 5-piece molecular cluster, C20H25N5 overall (ωB97M-V/def2-TZVPD, the Open Molecules 2025 dataset).

The geometry in XYZ format:
```
50
Properties=species:S:1:pos:R:3:nbo_charge:R:1
C -0.81 -1.14 4.24 -0.33
C -1.33 0.18 3.94 -0.30
C -2.59 0.02 3.35 -0.06
N -2.90 -1.33 3.26 -0.52
C -1.82 -2.03 3.77 -0.10
H 0.17 -1.33 4.65 0.25
H -0.70 1.00 4.25 0.25
H -3.35 0.72 3.03 0.23
H -3.74 -1.66 2.81 0.43
H -1.90 -3.10 3.90 0.23
C -1.26 0.15 -0.35 -0.29
C 0.07 0.05 -0.09 -0.30
C 0.27 -0.50 1.20 -0.07
N -0.98 -0.60 1.73 -0.52
C -1.94 -0.21 0.83 -0.15
H -1.62 0.39 -1.34 0.24
H 0.89 0.36 -0.72 0.20
H 1.10 -0.64 1.88 0.22
H -1.23 -0.95 2.65 0.42
H -2.96 -0.37 1.15 0.19
C 1.63 -2.10 -1.15 -0.32
C 1.47 -2.52 0.20 -0.30
C 2.66 -3.22 0.51 -0.13
N 3.51 -3.22 -0.55 -0.52
C 2.92 -2.53 -1.52 -0.05
H 0.89 -1.63 -1.78 0.24
H 0.61 -2.38 0.83 0.24
H 2.86 -3.64 1.49 0.20
H 4.47 -3.54 -0.46 0.41
H 3.47 -2.31 -2.43 0.22
C -2.12 3.30 -0.62 -0.31
C -2.92 2.14 -0.81 -0.30
C -3.80 2.44 -1.76 -0.09
N -3.51 3.63 -2.37 -0.52
C -2.48 4.15 -1.67 -0.07
H -1.42 3.51 0.17 0.23
H -2.83 1.18 -0.33 0.25
H -4.48 1.76 -2.26 0.19
H -3.79 4.05 -3.24 0.42
H -2.20 5.17 -1.87 0.20
C 2.35 0.25 -1.68 -0.28
C 3.67 -0.15 -1.72 -0.29
C 4.23 0.52 -2.82 -0.09
N 3.39 1.41 -3.30 -0.49
C 2.20 1.25 -2.70 -0.10
H 1.57 -0.05 -1.00 0.20
H 4.14 -0.89 -1.09 0.22
H 5.23 0.42 -3.22 0.20
H 3.57 2.06 -4.05 0.41
H 1.38 1.90 -2.95 0.21
```

Values from the calculation:
Frontier orbital gap, eV: 7.8
Multiplicity: 1
HOMO, eV: -6.99
SMILES string: c1cc[nH]c1.c1cc[nH]c1.c1cc[nH]c1.c1cc[nH]c1.c1cc[nH]c1

***

Most stable structure, least stable structure: arrangement x, arrangement w.

***

Arrangement w

# C3H11N2O

A 2-piece molecular cluster, C3H11N2O overall (ωB97M-V/def2-TZVPD, the Open Molecules 2025 dataset).

The geometry in XYZ format:
```
17
Properties=species:S:1:pos:R:3:nbo_charge:R:1
O -1.45 1.15 2.27 -0.77
C -2.17 0.14 1.93 -0.01
C -1.69 -0.70 0.77 -0.32
N -0.82 0.24 0.02 -0.75
H -2.87 -0.36 2.61 0.12
H -1.13 -1.62 1.02 0.17
H -2.55 -1.02 0.19 0.20
H -1.36 0.64 -0.74 0.41
H -0.55 0.97 0.72 0.46
H 0.05 -0.25 -0.33 0.44
C 2.13 0.67 -1.25 -0.43
N 1.67 -0.70 -0.99 -0.85
H 2.28 1.23 -0.32 0.21
H 1.39 1.24 -1.81 0.19
H 3.07 0.73 -1.81 0.19
H 1.65 -1.20 -1.87 0.37
H 2.35 -1.16 -0.41 0.38
```

Values from the calculation:
Frontier orbital gap (alpha / beta), eV: 4.6 / 8.2
Multiplicity: 2
HOMO (alpha / beta), eV: -4.21 / -7.87

***

Arrangement x

# C3H11N2O

A 2-piece molecular cluster, C3H11N2O overall (ωB97M-V/def2-TZVPD, the Open Molecules 2025 dataset).

The geometry in XYZ format:
```
17
Properties=species:S:1:pos:R:3:nbo_charge:R:1
C -1.68 1.77 0.05 -0.72
C -0.65 1.16 0.95 0.66
O 0.28 0.49 0.51 -0.70
N -0.80 1.38 2.27 -0.80
H -2.43 1.13 -0.40 0.25
H -1.25 2.39 -0.74 0.25
H -0.08 1.15 2.94 0.41
H -1.52 1.99 2.59 0.39
H -2.29 2.50 0.60 0.20
C 1.07 -2.00 -1.73 -0.57
N 1.57 -1.44 -0.45 -1.07
H 2.01 -0.52 -0.53 0.40
H 0.81 -1.38 0.24 0.41
H 2.19 -2.17 -0.03 0.25
H 1.79 -2.63 -2.26 0.22
H 0.79 -1.20 -2.41 0.21
H 0.19 -2.62 -1.61 0.22
```

Values from the calculation:
Frontier orbital gap (alpha / beta), eV: 3.6 / 11.1
Multiplicity: 2
HOMO (alpha / beta), eV: -2.84 / -10.53

***

Most stable structure, least stable structure: arrangement x, arrangement w.

***

Arrangement w

# CH5NO

One molecule with the formula CH5NO (ωB97M-V/def2-TZVPD, the Open Molecules 2025 dataset).

The geometry in XYZ format:
```
8
Properties=species:S:1:pos:R:3:nbo_charge:R:1
C 0.88 -0.41 -0.05 -0.27
O -0.48 -0.82 -0.16 -0.38
N -1.38 0.23 0.01 -0.55
H 1.46 -1.11 0.55 0.19
H 1.05 0.52 0.51 0.17
H 1.27 -0.18 -1.04 0.18
H -1.53 0.97 -0.72 0.34
H -1.26 0.80 0.90 0.33
```

Values from the calculation:
Frontier orbital gap, eV: 10.4
Multiplicity: 1
HOMO, eV: -9.34
SMILES string: CON

***

Arrangement x

# CH5NO

A 2-piece molecular cluster, CH5NO overall (ωB97M-V/def2-TZVPD, the Open Molecules 2025 dataset).

The geometry in XYZ format:
```
8
Properties=species:S:1:pos:R:3:nbo_charge:R:1
N 0.92 0.40 -0.14 -0.03
O 1.94 -0.40 0.06 -0.25
H 1.02 1.34 0.37 0.28
C -2.32 -0.09 -0.01 -0.85
H -2.05 -1.07 -0.54 0.22
H -3.37 0.07 0.18 0.21
H -1.82 0.70 -0.55 0.21
H -1.83 -0.12 1.07 0.20
```

Values from the calculation:
Frontier orbital gap, eV: 9.0
Multiplicity: 1
HOMO, eV: -10.25
SMILES string: N=O.C

***

Most stable structure, least stable structure: arrangement w, arrangement x.

***

Arrangement w

# C4H9O2

A 2-piece molecular cluster, C4H9O2 overall (ωB97M-V/def2-TZVPD, the Open Molecules 2025 dataset).

The geometry in XYZ format:
```
15
Properties=species:S:1:pos:R:3:nbo_charge:R:1
C -1.09 -1.13 1.21 -0.63
C -0.19 -2.37 1.14 -0.61
H -1.94 -1.29 1.87 0.17
H -0.53 -0.24 1.49 0.22
H -1.44 -0.82 0.23 0.26
H 0.72 -2.40 1.73 0.19
H 0.19 -2.62 0.14 0.21
H -0.85 -3.22 1.35 0.18
C 1.12 2.53 -0.95 -0.81
C 0.12 1.41 -1.74 0.82
O -0.09 1.70 -2.92 -0.78
O -0.09 0.43 -1.01 -0.80
H 0.54 3.44 -0.87 0.20
H 2.01 2.63 -1.56 0.18
H 1.52 1.94 -0.12 0.20
```

Values from the calculation:
Frontier orbital gap, eV: 7.6
Multiplicity: 1
HOMO, eV: -3.54
Net charge: -1

***

Arrangement x

# C4H9O2

An isolated ion of composition C4H9O2 and charge -1 (ωB97M-V/def2-TZVPD, the Open Molecules 2025 dataset).

The geometry in XYZ format:
```
15
Properties=species:S:1:pos:R:3:nbo_charge:R:1
O -0.22 0.05 -2.05 -0.89
C -0.20 1.06 -1.30 0.06
C 0.95 0.96 0.13 -0.52
C 0.36 -0.14 1.05 -0.44
C -0.12 -1.41 0.37 -0.15
O -1.38 -1.87 0.73 -0.75
H -1.23 1.21 -0.92 0.05
H 0.15 1.90 -1.80 0.08
H 1.06 1.93 0.45 0.17
H 1.86 0.82 -0.48 0.18
H -0.58 0.33 1.46 0.18
H 1.13 -0.29 1.88 0.17
H -0.13 -1.12 -0.77 0.27
H 0.44 -2.30 0.63 0.14
H -2.09 -1.13 0.62 0.45
```

Values from the calculation:
Frontier orbital gap, eV: 6.4
Multiplicity: 1
HOMO, eV: -2.08
SMILES string: [O-]CCCCO
Net charge: -1

***

Most stable structure, least stable structure: arrangement w, arrangement x.